Entry 1:
12
Properties=species:S:1:pos:R:3 method="wB97M-V/def2-TZVPD" smiles="CN=C=O.C"
C -1.917 -0.085 0.041
N -1.092 0.063 -1.127
C -0.090 -0.397 -1.602
O 0.877 -0.772 -2.161
C 1.758 0.330 1.276
H -1.928 -1.120 0.396
H -2.938 0.212 -0.205
H -1.552 0.562 0.845
H 1.503 -0.322 0.438
H 1.621 1.374 0.983
H 2.804 0.162 1.544
H 1.122 0.102 2.135

=====

Entry 2:
62
Properties=species:S:1:pos:R:3 method="wB97M-V/def2-TZVPD" spin_multiplicity=5 s_squared=6.0334 charge=+2
Ru 1.353 0.356 -0.070
O 4.029 -2.624 0.233
S 2.738 -2.053 0.238
O 2.288 -1.306 1.422
O 2.515 -1.022 -0.910
C 1.517 -3.264 -0.138
C 1.913 -4.587 -0.200
C 0.976 -5.561 -0.531
C -0.330 -5.204 -0.817
C -0.719 -3.870 -0.769
C 0.201 -2.888 -0.415
P -0.442 -1.202 -0.379
C -1.157 -0.833 -1.959
C -0.319 -0.944 -3.075
C -0.820 -0.659 -4.331
C -2.150 -0.272 -4.474
C -2.981 -0.171 -3.366
C -2.490 -0.443 -2.100
C -1.525 -0.957 1.010
C -2.176 0.274 1.151
C -2.956 0.505 2.269
C -3.076 -0.477 3.248
C -2.412 -1.691 3.118
C -1.628 -1.936 2.001
H 2.944 -4.846 -0.004
H 1.279 -6.598 -0.579
H -1.053 -5.960 -1.091
H -1.739 -3.600 -1.018
H 0.712 -1.264 -2.967
H -0.183 -0.744 -5.200
H -2.541 -0.056 -5.459
H -4.017 0.114 -3.490
H -3.145 -0.375 -1.242
H -2.054 1.050 0.404
H -3.471 1.449 2.382
H -3.694 -0.295 4.118
H -2.516 -2.452 3.880
H -1.111 -2.882 1.898
C 1.285 0.038 5.166
N 0.752 0.272 3.830
C 1.375 0.951 2.885
N 2.569 1.493 3.102
O 0.795 1.117 1.742
H 0.546 -0.512 5.739
H 1.474 0.982 5.677
H 2.200 -0.554 5.121
H -0.130 -0.140 3.562
H 3.047 1.398 3.983
H 2.980 2.087 2.401
Br -1.711 6.584 -3.234
C -0.130 5.765 -2.641
C 1.092 6.432 -2.758
N 2.247 5.910 -2.364
C 2.240 4.700 -1.830
C 1.069 3.961 -1.670
C -0.149 4.504 -2.087
C 1.116 2.634 -1.089
O 0.088 1.889 -0.950
O 2.229 2.113 -0.679
H 1.129 7.425 -3.191
H 3.197 4.292 -1.526
H -1.071 3.950 -1.978

=====

Entry 3:
Molecular formula: H30O15
Method: DFT, ωB97M-V with the def2-TZVPD basis set

XYZ file:
```
45
H30O15 | the Open Molecules 2025 dataset | ωB97M-V with the def2-TZVPD basis set
H -0.689 -0.350 -0.596
H 0.093 0.901 -0.845
H -1.124 3.444 -1.495
H -1.452 3.759 -3.000
H 3.094 -0.061 -0.658
H 2.735 -1.426 -0.931
H -3.822 -2.419 -0.647
H -2.615 -1.561 -0.229
H 0.944 -1.444 -3.607
H 2.310 -1.082 -2.960
H -2.359 1.142 0.304
H -3.708 1.687 0.056
H 1.530 2.179 3.425
H 1.727 2.550 2.115
H 3.643 2.580 -0.298
H 2.639 3.030 -1.505
H -1.421 -1.804 2.645
H -2.482 -2.087 3.750
H 0.308 -0.107 1.671
H 0.615 -1.670 1.622
H -0.699 3.461 0.945
H 0.003 3.135 -0.321
H 1.212 0.384 -3.857
H 0.119 0.293 -2.696
H -1.067 -2.734 0.830
H -0.807 -4.103 1.311
H -1.102 0.129 3.773
H -2.199 0.374 2.928
H 2.023 -4.591 -0.987
H 0.654 -4.401 -0.400
O -0.729 0.569 -0.359
O -1.162 4.209 -2.194
O 3.258 -0.786 -1.298
O -3.527 -1.550 -0.544
O 1.631 -1.745 -2.977
O -2.827 2.007 -0.023
O 2.254 2.275 2.885
O 3.585 2.717 -1.231
O -1.881 -2.513 3.053
O 0.877 -0.862 2.023
O 0.159 3.550 0.494
O 0.258 0.296 -3.638
O -0.363 -3.346 0.794
O -1.240 0.289 2.855
O 1.605 -4.316 -0.184
```

=====

Entry 4:
12
Properties=species:S:1:pos:R:3 method="wB97M-V/def2-TZVPD" smiles="[H]/N=c1/ncncn1O"
C -0.446 -1.328 -0.149
C -1.825 0.419 0.053
C 0.441 0.861 0.058
H 2.134 -1.265 0.862
H -0.213 -2.385 -0.364
H -2.904 0.793 0.144
H 2.252 1.329 -0.420
N 0.552 -0.543 0.288
N -1.689 -0.875 -0.233
N -0.867 1.294 0.248
N 1.360 1.681 -0.301
O 1.777 -1.136 -0.001

=====

Entry 5:
4
Properties=species:S:1:pos:R:3 method="wB97M-V/def2-TZVPD" charge=+1
O -0.257 0.050 -0.031
H 0.222 0.068 -0.952
H -0.284 -0.798 0.477
H 0.319 0.679 0.506

=====

Entry 6:
Molecular formula: C38H108O16
Method: DFT, ωB97M-V with the def2-TZVPD basis set

XYZ file:
```
162
C38H108O16 | the Open Molecules 2025 dataset | ωB97M-V with the def2-TZVPD basis set
C 3.800 2.746 -3.173
C 2.964 3.647 -2.242
C 1.976 4.500 -2.986
O 2.290 2.798 -1.384
H 4.475 2.072 -2.646
H 4.397 3.355 -3.851
H 3.159 2.099 -3.772
H 3.642 4.260 -1.649
H 2.414 5.059 -3.814
H 1.438 5.175 -2.320
H 1.197 3.855 -3.391
H 2.919 2.427 -0.761
C 0.239 -4.434 -3.395
C 0.030 -3.434 -4.505
C -0.903 -3.881 -5.655
O -0.508 -2.305 -3.904
H 0.795 -4.007 -2.561
H 0.818 -5.273 -3.781
H -0.687 -4.833 -2.980
H 1.009 -3.140 -4.884
H -0.422 -4.482 -6.427
H -1.366 -3.047 -6.184
H -1.728 -4.509 -5.321
H -0.512 -1.539 -4.482
C 0.936 -0.033 -0.382
C -0.290 0.484 -1.071
C -1.581 -0.007 -0.475
O -0.303 1.866 -1.007
H 0.872 0.242 0.671
H 1.837 0.406 -0.810
H 1.049 -1.104 -0.548
H -0.329 0.141 -2.105
H -2.395 0.370 -1.094
H -1.781 0.303 0.550
H -1.727 -1.087 -0.498
H 0.606 2.129 -1.164
C 4.631 3.161 2.755
C 4.755 2.029 1.741
C 3.775 0.858 1.998
O 4.601 2.608 0.472
H 5.303 3.990 2.531
H 5.015 2.746 3.687
H 3.615 3.539 2.869
H 5.804 1.734 1.747
H 4.158 0.009 1.432
H 2.757 1.118 1.707
H 3.608 0.485 3.009
H 5.439 2.950 0.153
C 4.802 -1.364 -1.334
C 4.406 -2.792 -1.130
C 3.341 -3.200 -2.204
O 5.557 -3.649 -1.151
H 5.291 -1.201 -2.294
H 5.573 -1.073 -0.621
H 4.025 -0.601 -1.303
H 3.967 -2.889 -0.137
H 3.768 -3.183 -3.207
H 2.448 -2.587 -2.320
H 3.052 -4.234 -2.013
H 5.948 -3.501 -2.014
C 0.068 -6.684 -0.259
C -0.197 -5.709 0.882
C -0.215 -4.219 0.422
O -1.441 -5.982 1.533
H 0.884 -6.296 -0.870
H -0.792 -6.892 -0.895
H 0.369 -7.586 0.273
H 0.562 -5.703 1.664
H 0.716 -3.928 -0.064
H -0.441 -3.526 1.232
H -1.013 -4.015 -0.292
H -2.110 -5.737 0.890
C 1.471 5.305 0.884
C 1.189 5.751 2.342
C 1.702 7.173 2.722
O -0.259 5.797 2.534
H 1.206 4.263 0.705
H 2.543 5.387 0.705
H 0.977 5.980 0.185
H 1.679 5.073 3.041
H 1.133 7.923 2.172
H 2.783 7.270 2.620
H 1.508 7.522 3.736
H -0.655 6.645 2.320
C 1.188 -3.844 4.182
C 2.302 -2.897 4.151
C 2.673 -2.494 2.721
O 1.899 -1.669 4.777
H 0.687 -3.985 5.140
H 1.505 -4.813 3.796
H 0.421 -3.629 3.438
H 3.150 -3.332 4.680
H 3.658 -2.029 2.690
H 1.943 -1.830 2.257
H 2.836 -3.352 2.069
H 2.735 -1.227 4.945
C -4.892 -4.081 2.822
C -4.627 -2.594 3.021
C -4.273 -1.966 1.643
O -5.845 -1.919 3.425
H -5.682 -4.208 2.081
H -5.392 -4.564 3.661
H -4.051 -4.711 2.535
H -3.882 -2.470 3.806
H -5.010 -2.188 0.871
H -3.293 -2.299 1.303
H -4.181 -0.882 1.694
H -5.588 -1.360 4.163
C -7.190 1.712 -1.770
C -5.876 1.978 -1.029
C -5.256 0.678 -0.420
O -4.939 2.544 -1.883
H -7.915 1.339 -1.047
H -7.055 1.059 -2.633
H -7.603 2.625 -2.199
H -6.106 2.637 -0.191
H -4.836 0.135 -1.266
H -6.003 0.019 0.023
H -4.479 0.869 0.320
H -4.160 2.818 -1.392
C 0.574 2.233 3.229
C 0.510 2.591 4.724
C 1.781 2.111 5.440
O 0.382 3.954 4.930
H 0.735 1.187 2.969
H 1.346 2.772 2.680
H -0.359 2.476 2.720
H -0.298 1.981 5.129
H 2.110 1.096 5.216
H 1.736 2.336 6.506
H 2.601 2.720 5.060
H -0.083 4.312 4.171
C -3.557 -2.880 -2.684
O -2.328 -3.166 -2.129
H -3.539 -3.157 -3.738
H -4.303 -3.496 -2.183
H -3.869 -1.837 -2.625
H -1.661 -2.951 -2.785
C -1.303 -1.005 3.813
O -0.679 -0.912 5.026
H -0.820 -0.217 3.236
H -1.263 -1.954 3.279
H -2.334 -0.680 3.956
H 0.162 -1.366 4.937
C -2.480 4.724 -1.178
O -2.673 3.441 -0.572
H -2.006 4.683 -2.158
H -3.390 5.294 -1.361
H -1.877 5.357 -0.528
H -1.844 2.963 -0.649
C -2.588 1.691 -4.190
O -3.982 1.868 -4.380
H -2.142 2.513 -3.629
H -2.393 0.775 -3.633
H -2.141 1.695 -5.184
H -4.413 1.992 -3.531
C 0.929 0.611 -4.955
O -0.093 -0.200 -5.595
H 1.470 -0.028 -4.257
H 1.643 1.174 -5.556
H 0.374 1.366 -4.398
H -0.434 0.279 -6.354
```

=====

Entry 7:
17
Properties=species:S:1:pos:R:3 method="wB97M-V/def2-TZVPD" charge=+1
C 1.259 1.735 0.586
C -0.615 -0.195 -0.360
C -1.068 -2.493 0.470
C -1.539 -1.317 -0.378
N 0.042 2.053 0.083
N 2.296 2.060 -0.155
O -0.891 1.010 -0.239
O 2.211 2.418 -1.362
H 1.424 1.444 1.709
H 0.532 -0.420 -0.307
H -1.094 -2.243 1.544
H -0.064 -2.642 0.137
H -1.587 -3.378 0.217
H -2.572 -0.988 -0.083
H -1.659 -1.844 -1.432
H 0.064 2.602 -0.771
H 3.262 2.198 0.341

=====

Entry 8:
96
Properties=species:S:1:pos:R:3 method="wB97M-V/def2-TZVPD" spin_multiplicity=2 s_squared=0.7504 charge=-1
C 24.698 6.041 1.231
O 24.195 5.347 0.310
N 25.785 6.778 1.314
N 24.155 6.009 2.400
H 25.884 7.137 2.253
H 26.398 6.941 0.528
H 23.292 5.484 2.392
H 24.374 6.632 3.163
C 24.266 3.054 6.433
O 24.229 1.856 6.278
N 24.227 3.955 5.516
N 24.428 3.524 7.634
H 24.528 4.901 5.702
H 24.066 3.573 4.594
H 24.221 2.862 8.369
H 24.152 4.469 7.859
C 19.376 5.492 6.345
O 20.036 6.439 6.004
N 19.640 4.290 6.003
N 18.474 5.620 7.306
H 20.549 4.180 5.576
H 19.205 3.508 6.469
H 17.928 4.812 7.571
H 18.289 6.541 7.675
C 19.300 2.886 -1.134
O 18.996 3.766 -0.298
N 20.207 2.036 -0.894
N 18.879 2.818 -2.366
H 20.671 2.189 -0.010
H 20.397 1.167 -1.372
H 18.068 3.306 -2.718
H 19.298 2.090 -2.926
C 21.274 0.673 4.698
O 20.318 0.112 4.245
N 22.293 1.028 4.007
N 21.487 0.802 5.947
H 22.263 0.804 3.023
H 23.154 1.341 4.433
H 22.372 1.067 6.356
H 20.739 0.591 6.593
C 16.549 3.594 4.322
O 16.834 3.502 3.197
N 16.248 2.583 5.070
N 16.407 4.758 4.842
H 15.741 2.682 5.938
H 16.660 1.698 4.810
H 16.649 5.512 4.215
H 16.282 4.870 5.838
C 17.243 8.351 4.014
O 17.441 7.402 3.236
N 18.112 8.709 4.936
N 16.254 9.139 3.994
H 18.080 9.466 5.605
H 18.856 8.031 5.023
H 15.663 9.319 3.195
H 16.196 9.703 4.830
C 20.664 4.390 2.935
O 21.380 4.365 3.893
N 20.502 3.493 2.049
N 19.902 5.430 2.698
H 21.086 2.693 2.246
H 19.851 3.677 1.299
H 18.987 5.265 2.304
H 20.101 5.935 3.550
C 18.367 8.877 0.116
O 18.666 9.128 -1.045
N 18.524 7.697 0.717
N 17.757 9.737 0.840
H 19.006 6.918 0.292
H 18.075 7.664 1.621
H 17.270 9.357 1.640
H 17.529 10.543 0.277
C 23.783 7.674 5.694
O 24.482 6.896 6.316
N 22.626 7.333 5.306
N 24.036 8.846 5.261
H 22.261 6.440 5.603
H 21.997 8.107 5.150
H 24.993 9.109 5.074
H 23.296 9.386 4.834
C 22.230 -0.562 0.529
O 22.019 0.577 0.992
N 22.392 -0.786 -0.737
N 22.281 -1.657 1.219
H 22.159 -0.009 -1.338
H 22.101 -1.713 -1.013
H 22.295 -2.607 0.875
H 21.994 -1.462 2.168
C 15.012 5.332 -0.147
O 13.979 5.041 -0.760
N 16.041 4.498 -0.036
N 15.126 6.514 0.417
H 16.070 3.739 -0.701
H 16.771 4.544 0.660
H 15.925 6.479 1.034
H 14.381 7.197 0.396

=====

Relative energy (zero: lowest compared OMol25 entry of this formula, charge and spin) in kJ/mol, matching the order above: 87.3 0.0 463.3 274.3 16.9 102.0 654.8 186.1